# 1
Formula: C39H45BF5NO3
Source: the OMol25 dataset
Level of theory: ωB97M-V/def2-TZVPD

The value obtained for the LUMO energy is 0.19 eV. As for the total energy: -2317.65845 hartree. The value obtained for the maximum force is 3.79 eV/A. As for the highest occupied orbital energy: -0.3259 Eh. Its charge is 0.

Last column: Löwdin charge in e.
Cartesian coordinates (Å):
C  2.60539  -1.81888  -0.55543  0.01
C  3.41562  -0.46033  -0.85368  -0.39
O  4.61085  -0.56260  -1.16217  0.06
O  2.78975  0.82340  -0.81752  -0.10
C  2.44352  1.23117  -2.18789  -0.15
C  1.02132  2.01140  -2.22094  -0.09
B  0.29271  1.61125  -0.79353  -0.29
C  0.28034  2.73014  0.37930  -0.21
N  1.58286  3.44869  0.57445  -0.02
C  -0.35930  0.13097  -0.71923  -0.13
C  -1.84065  0.06317  -0.11104  -0.19
C  -2.74775  1.33894  -0.39391  -0.18
C  -3.03480  1.59972  -1.95850  -0.23
O  -3.39665  0.41447  -2.68062  -0.10
H  3.23660  -2.73483  -0.78841  0.10
H  2.27785  -1.75806  0.53286  0.10
H  1.67059  -1.76304  -1.21555  0.08
H  2.43939  0.29654  -2.83676  0.13
H  3.26190  1.91182  -2.57910  0.13
H  1.23365  3.12300  -2.29350  0.10
H  0.37476  1.63274  -3.08502  0.11
H  -0.46989  3.53928  0.03990  0.12
H  -0.15298  2.31176  1.35049  0.11
H  1.97483  3.76477  -0.31751  0.06
H  2.21767  2.80969  1.06368  0.07
H  -0.24946  -0.39387  -1.73621  0.10
H  0.31014  -0.47685  -0.00587  0.10
H  -1.80148  -0.23572  0.99474  0.11
H  -2.36178  -0.82182  -0.62889  0.10
H  -2.40502  2.28736  0.14958  0.10
H  -3.78005  1.10444  0.05888  0.12
H  -2.11298  2.13955  -2.38784  0.12
H  -3.86778  2.38831  -1.98293  0.13
H  -2.60016  -0.07041  -2.97003  0.09
F  -2.67625  1.76551  2.85298  0.05
C  -3.85121  1.39519  3.38922  -0.29
C  -4.67015  2.35502  3.96110  -0.02
C  -5.88855  1.97208  4.51106  -0.08
C  -6.26872  0.63280  4.49213  -0.10
C  -5.43530  -0.32266  3.91920  -0.08
C  -4.22165  0.06065  3.35925  -0.02
H  -4.35367  3.39126  3.97368  0.12
H  -6.54089  2.71593  4.95441  0.11
H  -7.21750  0.33461  4.92525  0.10
H  -5.73078  -1.36587  3.90865  0.11
H  -3.56413  -0.66859  2.90088  0.11
F  -5.42694  -3.24310  -0.50013  0.06
C  -5.96419  -2.92644  -1.69007  -0.29
C  -7.22932  -3.39236  -2.01062  -0.02
C  -7.78735  -3.05975  -3.23995  -0.08
C  -7.06864  -2.27438  -4.13853  -0.11
C  -5.79699  -1.81707  -3.80718  -0.09
C  -5.24343  -2.13983  -2.57362  -0.02
H  -7.76922  -4.00892  -1.30169  0.12
H  -8.77972  -3.41166  -3.49855  0.11
H  -7.50315  -2.01883  -5.09934  0.10
H  -5.23713  -1.20900  -4.50913  0.11
H  -4.25958  -1.78504  -2.29524  0.09
F  -9.80032  0.31042  0.94681  0.06
C  -9.67200  0.66340  -0.34264  -0.29
C  -10.61392  1.50344  -0.91448  -0.02
C  -10.47817  1.87285  -2.24816  -0.09
C  -9.40838  1.38952  -2.99713  -0.09
C  -8.47145  0.54242  -2.41302  -0.08
C  -8.60042  0.18131  -1.07635  -0.01
H  -11.44409  1.86282  -0.31803  0.11
H  -11.20518  2.53586  -2.70379  0.10
H  -9.30590  1.67488  -4.03889  0.10
H  -7.64152  0.16363  -2.99818  0.09
H  -7.87550  -0.47025  -0.60270  0.11
F  10.53014  1.29597  1.81991  0.05
C  9.49834  0.94968  1.02976  -0.32
C  9.68356  0.88502  -0.34169  -0.03
C  8.61719  0.52189  -1.15811  -0.07
C  7.37557  0.23806  -0.59474  -0.09
C  7.20115  0.31129  0.78325  -0.07
C  8.26927  0.66354  1.60167  -0.02
H  10.65477  1.11724  -0.76284  0.12
H  8.75319  0.46075  -2.23211  0.10
H  6.54347  -0.04058  -1.23192  0.07
H  6.23280  0.09396  1.22030  0.10
H  8.15327  0.71674  2.67779  0.12
F  13.62055  -4.05851  4.74485  0.06
C  12.83948  -3.36679  3.89874  -0.29
C  12.23842  -4.02360  2.83730  -0.02
C  11.42578  -3.30826  1.96435  -0.08
C  11.23229  -1.94288  2.15668  -0.08
C  11.84541  -1.29327  3.22364  -0.08
C  12.64946  -2.00992  4.10354  -0.02
H  12.40726  -5.08495  2.69888  0.11
H  10.94422  -3.81372  1.13470  0.10
H  10.60183  -1.38561  1.47258  0.08
H  11.69717  -0.22958  3.36969  0.10
H  13.12767  -1.52245  4.94473  0.12

---

# 2
Formula: C21H23NO3
Source: the OMol25 dataset
Level of theory: ωB97M-V/def2-TZVPD

The value obtained for the LUMO energy is -0.02 eV. As for the total energy: -1093.79366 hartree. The value obtained for the maximum force is 19.54 eV/A. As for the highest occupied orbital energy: -0.2748 Eh. Its charge is 0. The calculation puts the relative energy (zero: lowest compared OMol25 entry of this formula, charge and spin) at 20.325 eV.

Last column: Löwdin charge in e.
Cartesian coordinates (Å):
C  6.32215  0.00552  -0.22241  -0.28
H  7.43118  -0.32240  -0.04279  0.13
O  5.61413  -0.26757  0.75076  -0.08
C  4.17038  -0.13563  0.66514  -0.16
C  3.37369  -0.69802  1.63055  -0.01
C  1.92819  -0.42229  1.85062  -0.05
C  1.25978  0.14428  0.88543  -0.15
C  2.08971  0.74038  -0.48503  -0.07
C  3.43759  0.55223  -0.46684  0.03
H  4.08533  0.82823  -1.23795  0.08
C  1.34466  1.57248  -1.42137  0.00
C  -0.03365  1.50303  -1.55568  0.10
C  -0.72572  0.55025  -0.51121  -0.36
N  -1.29318  -0.42351  -0.89028  -0.02
C  -2.50130  -0.80003  -0.38403  -0.01
C  -3.27649  -1.99961  -0.06879  -0.10
C  -4.35668  -2.14076  0.57826  -0.10
C  -4.88952  -0.89830  1.25209  0.10
C  -4.03015  0.45239  1.03478  -0.05
C  -2.98884  0.41382  0.50586  -0.20
C  -2.06894  1.50736  -0.00491  -0.31
C  -1.84384  2.49836  1.44368  0.04
H  -1.41102  1.92151  2.19352  0.02
H  -2.68391  3.00497  1.73743  0.01
H  -0.94091  3.28455  0.80157  0.17
C  -2.56723  2.37211  -1.04386  -0.07
H  -2.78602  1.56236  -1.92973  0.17
H  -3.58748  2.86586  -0.73507  0.14
H  -2.11332  3.17686  -1.16037  -0.02
H  -4.46251  1.19291  1.66907  0.11
H  -5.76298  -0.77029  1.68175  0.01
H  -4.99313  -2.92003  0.46032  0.07
H  -2.82434  -2.82077  -0.66709  0.11
C  -0.50849  -1.67348  -1.50629  -0.04
H  -1.12717  -2.18005  -2.18968  0.12
C  0.20365  -2.29072  -0.41524  -0.33
O  1.57881  -2.51399  -0.87551  -0.15
H  1.99700  -2.95512  0.28387  0.29
H  -0.06488  -2.08173  0.57581  0.10
H  -0.37078  -3.37849  -0.44457  0.15
H  0.40823  -1.14822  -1.87780  0.14
O  -0.13349  0.51277  1.02411  -0.05
H  -0.57115  1.81401  -2.23569  0.01
H  1.93313  1.69166  -2.20187  0.06
H  1.28503  -0.59669  2.56886  0.07
H  4.00799  -1.06136  2.59713  0.16
H  6.35012  0.97938  -0.42690  0.04
H  6.09636  -0.64823  -1.18964  0.14

---

# 3
Formula: C69H74BrF10IN2O2P
Source: the OMol25 dataset
Level of theory: ωB97M-V/def2-TZVPD

The value obtained for the LUMO energy is -3.00 eV. As for the total energy: -7145.09491 hartree. The value obtained for the maximum force is 1.11 eV/A. As for the highest occupied orbital energy: -0.3827 Eh. Its charge is +1. The calculation puts the relative energy (zero: lowest compared OMol25 entry of this formula, charge and spin) at 0.199 eV.

Last column: Löwdin charge in e.
Cartesian coordinates (Å):
C  1.51392  3.31567  1.65138  -0.07
C  0.58703  4.19157  0.78968  -0.19
C  0.94203  4.20342  -0.70780  -0.34
C  0.60177  5.58553  -1.29002  -0.09
C  0.28999  3.06009  -1.56330  -0.27
C  -1.19810  3.45065  -1.82156  -0.12
C  -2.25449  2.35983  -2.03921  -0.20
F  -3.21981  2.85476  -2.90255  -0.03
C  0.25556  1.74503  -0.84069  -0.14
C  -0.64155  1.34595  0.26747  0.02
N  1.10547  0.90071  -1.31414  -0.02
N  1.18363  -0.38292  -0.77921  0.15
C  2.07152  1.50384  -2.28791  -0.50
O  3.00015  2.12906  -1.39665  -0.17
P  3.13107  0.32295  -3.48311  1.01
C  4.79265  0.91790  -3.04720  -0.27
O  3.11176  -1.12343  -2.68274  -0.34
C  1.19030  2.68367  -2.86040  -0.56
I  2.72432  4.10655  -3.52646  1.14
C  0.26542  2.44637  -4.10917  -0.66
Br  -0.23251  4.16514  -4.92424  0.80
C  0.73011  1.54850  -5.23835  -0.35
C  -0.24241  1.49172  -6.41808  -0.12
H  0.97239  2.76300  2.41958  0.08
H  2.08602  2.60751  1.04556  0.06
H  2.24496  3.93243  2.17424  0.08
H  -0.45611  3.91254  0.95072  0.10
H  0.66292  5.22574  1.12613  0.12
H  2.01779  4.05260  -0.76027  0.09
H  0.43060  5.57765  -2.36512  0.02
H  -0.27513  6.01508  -0.80276  0.09
H  1.44303  6.25437  -1.10625  0.09
H  -1.23968  4.09532  -2.69346  0.04
H  -1.53988  4.05998  -0.98377  0.13
H  -2.77010  2.08521  -1.11923  0.12
H  -1.86110  1.44575  -2.49512  0.12
H  -1.23691  0.48814  -0.05184  0.11
H  -0.04247  1.01036  1.11386  0.11
H  -1.31391  2.14277  0.55742  0.09
H  2.13809  -0.54455  -0.48698  0.06
H  0.97033  -1.07444  -1.48878  0.11
H  3.30160  1.47935  -0.73901  0.08
H  4.81167  1.97847  -2.82215  0.00
H  5.23017  0.36114  -2.21268  0.06
H  5.40894  0.75232  -3.93285  0.05
H  3.80198  -1.21011  -2.00673  0.05
H  -0.70730  2.08750  -3.79592  0.06
H  0.84117  0.54160  -4.84013  0.07
H  1.72440  1.84451  -5.57531  0.08
H  -0.03112  2.26270  -7.15598  0.07
H  -1.28066  1.58950  -6.09328  0.07
H  -0.15292  0.52606  -6.91608  0.08
F  -5.88523  2.62462  -8.57642  0.06
C  -5.43035  3.61364  -7.78118  -0.29
C  -6.08226  4.83009  -7.79284  -0.01
C  -5.60637  5.84004  -6.96903  -0.08
C  -4.49971  5.62552  -6.15864  -0.09
C  -3.86411  4.39174  -6.17001  -0.10
C  -4.32920  3.36984  -6.98573  -0.01
H  -6.93969  4.97383  -8.43547  0.12
H  -6.10582  6.79967  -6.96237  0.11
H  -4.13428  6.41913  -5.52072  0.10
H  -2.99773  4.21744  -5.54565  0.03
H  -3.85495  2.39802  -7.01217  0.11
F  2.21222  -2.09416  1.09949  0.00
C  1.35558  -2.88340  1.81371  -0.28
C  1.59895  -3.09026  3.15367  -0.02
C  0.71423  -3.89057  3.86527  -0.06
C  -0.38434  -4.45569  3.23302  -0.07
C  -0.59965  -4.22670  1.88090  -0.06
C  0.27867  -3.43447  1.15561  -0.01
H  2.46375  -2.65886  3.63513  0.10
H  0.88609  -4.06598  4.91852  0.11
H  -1.07355  -5.07756  3.78727  0.11
H  -1.44766  -4.67865  1.38778  0.08
H  0.13136  -3.24523  0.10064  0.11
F  -3.19558  -5.91220  2.22486  0.04
C  -4.29314  -5.77201  1.44093  -0.29
C  -5.50327  -6.23579  1.91361  -0.01
C  -6.62821  -6.06360  1.11822  -0.07
C  -6.52261  -5.45834  -0.12638  -0.09
C  -5.28911  -5.01436  -0.57883  -0.08
C  -4.15708  -5.16102  0.21106  -0.03
H  -5.55911  -6.70301  2.88713  0.12
H  -7.59184  -6.39764  1.47374  0.10
H  -7.40394  -5.32536  -0.73845  0.10
H  -5.20552  -4.54133  -1.54836  0.11
H  -3.18928  -4.81179  -0.12238  0.10
F  7.30583  2.65858  -3.15359  0.04
C  8.12121  2.56728  -2.07749  -0.28
C  9.35128  1.96115  -2.21999  -0.01
C  10.16926  1.87122  -1.10210  -0.07
C  9.75152  2.37778  0.12115  -0.09
C  8.50723  2.98267  0.23027  -0.09
C  7.67584  3.08351  -0.87724  -0.03
H  9.65421  1.57276  -3.18243  0.12
H  11.14069  1.40412  -1.19117  0.11
H  10.39702  2.30573  0.98551  0.11
H  8.18188  3.38584  1.18090  0.10
H  6.70652  3.56278  -0.82372  0.12
F  3.77423  0.14252  0.64836  -0.01
C  4.42905  0.32028  1.85263  -0.24
C  3.92135  -0.29896  2.97032  -0.01
C  4.58907  -0.10490  4.17178  -0.05
C  5.72588  0.69087  4.22616  -0.08
C  6.20405  1.29576  3.07129  -0.05
C  5.55360  1.11287  1.85794  0.00
H  3.03921  -0.91025  2.89051  0.08
H  4.22192  -0.58237  5.07115  0.12
H  6.23825  0.82868  5.16493  0.08
H  7.09014  1.91502  3.11081  0.11
H  5.91344  1.56570  0.94238  0.10
F  6.42500  0.47026  7.36239  0.04
C  6.09689  1.62773  7.99123  -0.28
C  6.56178  1.82731  9.27390  -0.01
C  6.22145  3.00747  9.91905  -0.07
C  5.42917  3.95369  9.28394  -0.09
C  4.97648  3.72097  7.99335  -0.08
C  5.31285  2.54939  7.32801  -0.02
H  7.17193  1.07203  9.74935  0.12
H  6.57792  3.18531  10.92464  0.11
H  5.16537  4.86955  9.79448  0.10
H  4.35658  4.45515  7.49606  0.10
H  4.96769  2.35578  6.32247  0.10
F  -7.50208  -2.31406  0.10494  0.04
C  -6.79743  -1.58802  1.00320  -0.27
C  -6.95518  -0.21786  1.01571  -0.01
C  -6.22705  0.51621  1.94230  -0.09
C  -5.36432  -0.12113  2.82375  -0.10
C  -5.22933  -1.50311  2.78295  -0.08
C  -5.95174  -2.25477  1.86734  0.00
H  -7.63465  0.25384  0.31931  0.12
H  -6.34369  1.59145  1.97822  0.10
H  -4.80673  0.45711  3.54857  0.10
H  -4.56290  -2.00489  3.47271  0.11
H  -5.87478  -3.33223  1.82148  0.10
F  4.59289  -8.12644  -2.42315  0.07
C  4.26789  -6.98357  -1.79253  -0.28
C  4.70769  -6.79175  -0.49743  -0.01
C  4.37027  -5.60982  0.14475  -0.08
C  3.60429  -4.65073  -0.50450  -0.10
C  3.17660  -4.87315  -1.80689  -0.09
C  3.50834  -6.04809  -2.46632  -0.01
H  5.29850  -7.55666  -0.01307  0.12
H  4.70746  -5.43984  1.15891  0.11
H  3.34576  -3.73138  0.00143  0.07
H  2.58070  -4.12785  -2.31973  0.09
H  3.19154  -6.24450  -3.48117  0.12
F  -9.25116  -4.83963  2.32147  0.04
C  -10.37736  -4.55515  1.62363  -0.28
C  -11.59547  -4.93346  2.14789  -0.02
C  -12.74155  -4.62032  1.43061  -0.08
C  -12.65228  -3.94544  0.22076  -0.09
C  -11.40908  -3.58147  -0.27796  -0.08
C  -10.25069  -3.88503  0.42454  -0.02
H  -11.63814  -5.45661  3.09316  0.12
H  -13.70881  -4.90395  1.82333  0.11
H  -13.55009  -3.70457  -0.33176  0.10
H  -11.33587  -3.05862  -1.22253  0.11
H  -9.27121  -3.60835  0.06339  0.09

---

Q: Look up the LUMO energy of the third one.
A: -3.00 eV